Record 1
{"formula": "C21H15ClN4O2PdSe", "method": "the ωB97M-V functional and the def2-TZVPD basis", "charge": 2, "lumo_energy_ev": [-11.19, -9.45], "e_tot_ha": -4167.56501, "homo_lumo_gap_ev": [3.018, 5.202], "e_above_lowest_ev": 3.520, "elements": ["Pd", "Se", "Cl", "O", "O", "N", "N", "N", "N", "C", "C", "C", "C", "C", "C", "C", "C", "C", "C", "C", "C", "C", "C", "C", "C", "C", "C", "C", "C", "C", "H", "H", "H", "H", "H", "H", "H", "H", "H", "H", "H", "H", "H", "H", "H"], "xyz": [[-1.053, -0.539, 0.473], [4.546, 5.022, 0.785], [-5.772, -0.973, -1.077], [-2.778, 0.028, -0.844], [-3.172, -0.349, 1.263], [4.550, 3.268, 0.800], [-0.733, 1.776, 0.860], [1.161, -0.183, 0.695], [2.797, 5.072, 0.749], [2.311, 3.849, 0.742], [-0.765, -3.058, -2.944], [-0.562, -3.213, -0.511], [-5.048, 0.300, -0.077], [3.434, -0.908, 0.819], [-1.409, 4.056, 0.956], [-1.247, -2.761, -1.688], [-1.092, -2.965, 0.776], [0.557, 2.146, 0.772], [2.942, 1.431, 0.768], [0.627, -3.978, -0.705], [1.066, -4.297, -1.968], [2.064, -1.152, 0.749], [-3.567, -0.032, 0.124], [0.381, -3.840, -3.098], [3.314, 2.817, 0.771], [0.916, 3.512, 0.760], [3.884, 0.396, 0.802], [1.568, 1.103, 0.735], [-0.101, 4.474, 0.817], [-1.682, 2.687, 0.979], [-2.193, -2.237, -1.579], [0.165, 5.519, 0.770], [-1.297, -2.717, -3.820], [1.144, -4.366, 0.160], [-0.591, -3.407, 1.630], [-5.126, 1.246, -0.615], [-5.556, 0.333, 0.890], [0.717, -4.122, -4.083], [4.122, -1.736, 0.873], [-2.698, 2.329, 1.104], [-2.176, -2.853, 0.875], [-2.215, 4.765, 1.057], [1.693, -2.169, 0.718], [4.934, 0.648, 0.828], [1.938, -4.922, -2.093]]}

=====

Record 2
{"formula": "C2H12NO2", "method": "the ωB97M-V functional and the def2-TZVPD basis", "charge": 1, "lumo_energy_ev": -3.08, "e_tot_ha": -288.39478, "homo_lumo_gap_ev": 11.560, "e_above_lowest_ev": 0.524, "elements": ["O", "O", "N", "C", "C", "H", "H", "H", "H", "H", "H", "H", "H", "H", "H", "H", "H"], "xyz": [[0.231, -0.488, 1.596], [-1.078, -3.848, 1.428], [0.662, 1.184, -0.527], [-0.247, 2.306, -0.131], [0.322, 0.566, -1.832], [-1.239, 2.112, -0.527], [-0.617, 0.017, -1.742], [0.918, -0.631, 2.254], [0.248, 1.362, -2.555], [-0.132, 2.476, 0.929], [-0.333, -4.397, 1.162], [1.633, 1.491, -0.552], [-0.378, -1.236, 1.572], [-1.826, -4.457, 1.401], [1.089, -0.154, -2.096], [0.089, 3.202, -0.637], [0.657, 0.493, 0.257]]}

=====

Record 3
{"formula": "C3H8N2", "method": "the ωB97M-V functional and the def2-TZVPD basis", "lumo_energy_ev": 0.96, "e_tot_ha": -228.55617, "smiles": "[H]/N=C\\NCC", "homo_lumo_gap_ev": 9.734, "e_above_lowest_ev": 2.517, "elements": ["N", "N", "C", "C", "C", "H", "H", "H", "H", "H", "H", "H", "H"], "xyz": [[2.494, -0.205, -0.160], [0.233, 0.478, -0.099], [-1.070, 0.310, 0.500], [1.235, -0.332, 0.195], [-2.281, -0.294, -0.346], [-3.187, -0.532, 0.339], [-1.007, -0.435, 1.302], [0.716, -1.333, 0.671], [-1.450, 1.213, 0.804], [-1.947, -1.264, -0.971], [-2.766, 0.356, -1.190], [2.849, 0.626, -0.664], [0.403, 1.358, -0.567]]}

=====

Record 4
{"formula": "C31H26BN8O2PTi", "method": "the ωB97M-V functional and the def2-TZVPD basis", "charge": 2, "lumo_energy_ev": -7.18, "e_tot_ha": -3000.81504, "homo_lumo_gap_ev": 7.168, "elements": ["Ti", "P", "O", "O", "N", "N", "N", "N", "N", "N", "N", "N", "C", "C", "C", "C", "C", "C", "C", "C", "C", "C", "C", "C", "C", "C", "C", "C", "C", "C", "C", "C", "C", "C", "C", "C", "C", "C", "C", "C", "C", "C", "C", "B", "H", "H", "H", "H", "H", "H", "H", "H", "H", "H", "H", "H", "H", "H", "H", "H", "H", "H", "H", "H", "H", "H", "H", "H", "H", "H"], "xyz": [[-0.177, -0.810, 0.045], [-0.035, 0.905, -1.805], [-2.044, -3.049, -2.336], [-0.455, -1.792, -1.422], [1.285, -1.894, 0.875], [-1.431, -1.906, 2.200], [1.091, -2.219, 2.192], [0.958, -2.153, 5.071], [-0.176, -1.846, 4.380], [0.154, 0.635, 1.520], [0.108, 0.025, 2.744], [-1.852, -1.309, 1.034], [2.782, -3.444, 1.435], [2.118, 0.579, -3.564], [-1.704, 2.952, -1.001], [-1.298, 1.305, -4.190], [-2.276, -1.261, -4.528], [0.449, 1.925, 1.744], [-2.331, -2.826, 2.553], [-0.443, 2.628, -1.503], [0.501, 3.631, -1.734], [0.392, 0.921, 3.696], [0.612, 2.153, 3.100], [0.625, -2.119, 6.342], [-1.079, 5.272, -0.965], [-3.366, -2.841, 1.626], [1.985, -3.146, 2.537], [-2.495, -0.306, -5.510], [3.996, 0.663, -1.505], [3.470, 0.466, -3.848], [-2.019, 4.273, -0.736], [-1.413, -2.046, -2.393], [-1.547, -0.949, -3.385], [4.406, 0.509, -2.823], [-1.041, 0.350, -3.209], [-3.010, -1.898, 0.685], [-0.728, -1.759, 6.518], [-1.194, -1.561, 5.250], [2.304, -2.645, 0.418], [0.176, 4.953, -1.463], [1.702, 0.746, -2.243], [2.646, 0.780, -1.213], [-2.010, 0.978, -5.337], [-0.086, -1.507, 2.939], [-2.998, 4.528, -0.351], [1.394, 0.534, -4.367], [-2.186, 1.735, -6.089], [-0.944, 2.321, -4.063], [4.723, 0.698, -0.705], [-2.447, 2.182, -0.823], [3.794, 0.344, -4.872], [1.358, -2.361, 7.095], [-1.276, -1.659, 7.438], [5.459, 0.421, -3.054], [-1.329, 6.303, -0.756], [-3.052, -0.565, -6.400], [0.852, 3.079, 3.589], [0.419, 0.625, 4.732], [0.517, 2.616, 0.919], [-3.515, -1.609, -0.223], [-2.166, -1.249, 4.903], [2.620, -2.556, -0.610], [-2.190, -3.408, 3.449], [-4.245, -3.460, 1.638], [2.008, -3.515, 3.548], [2.344, 0.923, -0.178], [3.594, -4.146, 1.395], [1.480, 3.386, -2.124], [0.903, 5.732, -1.648], [-2.666, -2.264, -4.632]]}

=====

Record 5
{"formula": "C14H19N3O2S2", "method": "the ωB97M-V functional and the def2-TZVPD basis", "lumo_energy_ev": 0.65, "e_tot_ha": -1655.96905, "smiles": "COCCn1c(C)cc(C(=O)CSc2nnc(C)s2)c1C", "homo_lumo_gap_ev": 8.873, "e_above_lowest_ev": 2.371, "elements": ["S", "S", "O", "O", "N", "N", "N", "C", "C", "C", "C", "C", "C", "C", "C", "C", "C", "C", "C", "C", "C", "H", "H", "H", "H", "H", "H", "H", "H", "H", "H", "H", "H", "H", "H", "H", "H", "H", "H", "H"], "xyz": [[1.884, 2.044, 1.075], [3.610, 4.454, 1.652], [2.489, -1.401, 0.052], [-4.102, -2.929, -2.701], [-1.544, -0.798, -1.188], [4.036, 2.148, 2.692], [4.987, 2.934, 3.175], [3.231, 2.752, 1.885], [-2.469, -1.288, -2.170], [-3.214, -2.538, -1.684], [-0.253, -1.191, -1.061], [1.659, -0.632, 0.499], [0.398, -2.140, -1.997], [5.894, 5.208, 3.171], [2.042, 0.310, 1.635], [4.947, 4.147, 2.771], [-1.855, 0.101, -0.190], [-0.743, 0.290, 0.572], [-3.197, 0.731, -0.068], [0.296, -0.524, 0.032], [-4.842, -4.079, -2.377], [-3.205, -0.515, -2.403], [-3.764, -2.317, -0.755], [-3.423, 1.342, -0.942], [1.425, -2.294, -1.680], [3.082, 0.159, 1.918], [0.398, -1.743, -3.013], [-5.460, -3.916, -1.486], [-2.498, -3.346, -1.463], [-5.484, -4.284, -3.231], [6.630, 4.789, 3.851], [1.389, 0.176, 2.497], [-1.935, -1.538, -3.089], [-0.116, -3.101, -2.007], [-3.983, -0.016, 0.038], [5.363, 6.020, 3.666], [-0.676, 0.937, 1.422], [-3.209, 1.372, 0.809], [6.396, 5.616, 2.295], [-4.185, -4.938, -2.197]]}

=====

Record 6
{"formula": "C13H19IIrN5O2", "method": "the ωB97M-V functional and the def2-TZVPD basis", "charge": -2, "lumo_energy_ev": [4.64, 4.50], "multiplicity": 5, "e_tot_ha": -1332.72949, "homo_lumo_gap_ev": [2.129, 5.366], "elements": ["Ir", "I", "O", "O", "N", "N", "N", "N", "N", "C", "C", "C", "C", "C", "C", "C", "C", "C", "C", "C", "C", "C", "H", "H", "H", "H", "H", "H", "H", "H", "H", "H", "H", "H", "H", "H", "H", "H", "H", "H", "H"], "xyz": [[-0.022, 0.387, -0.446], [1.420, 2.234, -0.995], [-1.983, -0.098, -2.560], [0.364, -2.417, 2.155], [1.643, -1.915, -1.543], [2.932, -0.315, -0.972], [-2.210, -0.366, 1.576], [-1.444, 1.616, 1.946], [1.321, -0.436, 1.189], [3.592, 0.776, -0.233], [-2.009, 2.402, -2.145], [0.765, -1.412, 1.663], [-0.766, 2.912, 1.881], [1.661, -0.743, -0.840], [-1.328, 0.559, -1.823], [-1.449, 0.625, 1.009], [0.568, -2.874, -1.627], [2.870, -2.150, -2.123], [-2.287, 1.297, 2.986], [-2.764, 0.070, 2.762], [-2.519, -1.657, 1.022], [3.675, -1.128, -1.768], [0.293, 2.800, 1.588], [-2.011, -2.447, 1.583], [-2.202, -1.722, -0.020], [-0.853, 3.363, 2.886], [-2.724, 2.100, -1.359], [3.183, 0.839, 0.777], [-1.936, 2.061, -3.196], [-0.402, -2.373, -1.514], [3.061, -3.029, -2.745], [-1.700, 3.447, -1.993], [4.673, 0.628, -0.271], [3.401, 1.737, -0.784], [4.728, -0.944, -1.999], [0.607, -3.376, -2.600], [0.672, -3.630, -0.835], [-3.597, -1.808, 1.085], [-3.442, -0.541, 3.341], [-2.493, 1.978, 3.794], [-1.291, 3.548, 1.147]]}